{
  "formula": "C4H6FN2O2Pb",
  "method": "ωB97M-V/def2-TZVPD",
  "charge": 1,
  "energy_ev": -19270.8482,
  "gap_ev": 3.1250,
  "homo_energy_ha": -0.4254,
  "species": ["N", "C", "C", "N", "C", "F", "C", "O", "O", "H", "H", "H", "H", "H", "H", "Pb"],
  "xyz": [[-1.801, -1.644, 0.049], [-0.734, -1.401, 0.602], [0.372, -0.567, 0.072], [-0.013, 0.139, -1.084], [0.610, 1.466, -1.035], [0.388, 2.078, -2.211], [-0.080, 2.090, 0.189], [-1.304, 2.110, 0.209], [0.709, 2.327, 1.130], [-2.457, -2.228, 0.553], [-0.605, -1.823, 1.687], [1.248, -1.240, -0.118], [0.667, 0.146, 0.840], [0.161, -0.324, -1.966], [1.673, 1.415, -0.846], [1.166, -2.542, 1.928]],
  "nbo_charge": [-0.41, 0.09, -0.37, -0.52, 0.28, -0.30, 0.66, -0.61, -0.62, 0.39, 0.00, 0.17, 0.29, 0.41, 0.16, 1.37]
}



{
  "formula": "C4H6FN3",
  "method": "ωB97M-V/def2-TZVPD",
  "de_lowest_kj_mol": 122.4,
  "smiles": "Cn1ncc(F)c1N",
  "energy_ev": -11431.4223,
  "gap_ev": 8.9241,
  "homo_energy_ha": -0.2990,
  "species": ["C", "C", "C", "C", "N", "N", "N", "F", "H", "H", "H", "H", "H", "H"],
  "xyz": [[-1.329, 1.135, 1.115], [-0.923, -0.174, 1.431], [-0.038, -0.540, 0.320], [0.962, 0.783, -1.578], [-0.668, 1.582, -0.014], [0.045, 0.530, -0.492], [0.626, -1.770, 0.159], [-1.271, -0.920, 2.405], [-1.912, 1.774, 1.653], [0.940, -0.213, -2.153], [0.655, 1.671, -2.170], [1.967, 1.000, -1.208], [0.628, -2.356, 1.035], [0.318, -2.503, -0.504]],
  "nbo_charge": [-0.13, 0.26, 0.23, -0.41, -0.28, -0.17, -0.86, -0.29, 0.21, 0.21, 0.24, 0.21, 0.39, 0.38]
}



{
  "formula": "C4H6FN3",
  "method": "ωB97M-V/def2-TZVPD",
  "de_lowest_kj_mol": 441.3,
  "smiles": "[H]/N=C1/NN[C@H]2[C@H](F)[C@@H]12",
  "energy_ev": -11428.1168,
  "gap_ev": 9.1346,
  "homo_energy_ha": -0.3045,
  "species": ["C", "C", "C", "C", "H", "H", "H", "H", "H", "H", "N", "N", "N", "F"],
  "xyz": [[-1.315, -0.101, -0.402], [-0.710, 0.901, 0.343], [1.000, -0.616, 0.145], [-0.359, -0.588, 0.608], [-0.695, -0.256, -1.409], [-1.375, 1.367, 1.165], [0.788, 2.519, 0.209], [2.182, 0.648, -0.851], [0.564, -2.460, -0.065], [-0.717, -1.349, 1.230], [0.346, 1.652, -0.205], [1.314, 0.669, -0.269], [1.505, -1.794, -0.181], [-2.527, -0.590, -0.319]],
  "nbo_charge": [0.20, -0.09, 0.40, -0.37, 0.16, 0.24, 0.39, 0.41, 0.33, 0.25, -0.42, -0.46, -0.73, -0.30]
}



{
  "formula": "C4H6FNO",
  "method": "ωB97M-V/def2-TZVPD",
  "de_lowest_kj_mol": 253.6,
  "smiles": "C=NC=O.C=CF",
  "energy_ev": -10497.5249,
  "gap_ev": 10.3664,
  "homo_energy_ha": -0.3610,
  "species": ["C", "C", "C", "C", "N", "O", "F", "H", "H", "H", "H", "H", "H"],
  "xyz": [[1.846, 0.875, 0.521], [-2.459, 0.475, -0.653], [2.640, -0.079, 0.051], [-1.374, -1.225, 0.286], [-2.362, -0.449, 0.318], [-1.712, 1.384, -0.817], [2.052, -1.115, -0.434], [0.761, 1.007, 0.298], [2.108, 1.919, 0.891], [-3.418, 0.490, -1.131], [-1.229, -1.943, 1.168], [-0.668, -1.252, -0.507], [3.814, -0.086, 0.010]],
  "nbo_charge": [-0.53, 0.51, 0.23, 0.01, -0.45, -0.54, -0.33, 0.23, 0.22, 0.11, 0.18, 0.17, 0.18]
}



{
  "formula": "C4H6FNOS",
  "method": "ωB97M-V/def2-TZVPD",
  "de_lowest_kj_mol": 257.0,
  "smiles": "CC(=O)N(S)/C=C\\F",
  "energy_ev": -21333.2419,
  "gap_ev": 9.6714,
  "homo_energy_ha": -0.3320,
  "species": ["C", "C", "C", "C", "H", "H", "H", "H", "H", "H", "N", "O", "F", "S"],
  "xyz": [[-1.916, -1.077, -0.569], [-0.585, -0.973, 0.171], [1.668, 0.385, 0.298], [1.518, 1.101, 1.464], [-2.451, -1.876, -0.010], [-2.430, -0.010, -0.439], [-1.797, -1.482, -1.527], [0.124, 1.810, -1.994], [2.582, -0.140, -0.074], [2.412, 1.272, 2.038], [0.351, 0.145, -0.374], [-0.227, -1.427, 1.204], [0.430, 1.760, 1.949], [0.321, 0.512, -2.137]],
  "nbo_charge": [-0.73, 0.72, -0.13, 0.26, 0.24, 0.26, 0.24, 0.11, 0.23, 0.16, -0.66, -0.54, -0.32, 0.15]
}



{
  "formula": "C4H6FNS2",
  "method": "ωB97M-V/def2-TZVPD",
  "de_lowest_kj_mol": 27.6,
  "smiles": "NC(=S)C1(F)CSC1",
  "energy_ev": -30122.7558,
  "gap_ev": 9.0444,
  "homo_energy_ha": -0.3225,
  "species": ["C", "C", "C", "C", "H", "H", "H", "H", "H", "H", "N", "F", "S", "S"],
  "xyz": [[1.179, -0.164, 0.027], [-0.303, 0.225, 0.033], [-1.171, -0.381, 1.218], [-1.114, -0.379, -1.168], [1.662, 1.782, -0.313], [3.008, 0.681, 0.086], [-0.727, -1.284, 1.548], [-1.410, 0.263, 2.080], [-0.565, -1.134, -1.679], [-1.266, 0.466, -1.845], [2.014, 0.883, -0.018], [-0.439, 1.644, 0.056], [1.629, -1.752, 0.016], [-2.498, -0.850, -0.041]],
  "nbo_charge": [0.09, 0.28, -0.50, -0.53, 0.42, 0.42, 0.23, 0.24, 0.24, 0.23, -0.76, -0.38, -0.15, 0.17]
}



{
  "formula": "C4H6FO2",
  "method": "ωB97M-V/def2-TZVPD",
  "de_lowest_kj_mol": 84.0,
  "charge": -1,
  "energy_ev": -11056.9691,
  "gap_ev": 7.3993,
  "homo_energy_ha": -0.1156,
  "species": ["O", "C", "C", "F", "H", "H", "H", "C", "C", "O", "H", "H", "H"],
  "xyz": [[0.719, 0.686, 2.451], [1.492, 0.432, 1.557], [1.402, 0.746, 0.159], [2.357, -0.626, 1.795], [2.279, 0.451, -0.427], [1.193, 1.806, -0.009], [0.222, 0.146, -0.393], [-1.115, -0.369, -1.363], [-1.969, -0.813, -0.320], [-1.590, -1.555, 0.620], [-1.545, 0.397, -2.019], [-2.839, -0.144, -0.118], [-0.607, -1.156, -1.933]],
  "nbo_charge": [-0.60, 0.83, -0.84, -0.39, 0.21, 0.22, 0.34, -0.82, 0.32, -0.69, 0.17, 0.07, 0.20]
}



{
  "formula": "C4H6FeO7",
  "method": "ωB97M-V/def2-TZVPD",
  "charge": 3,
  "multiplicity": 6,
  "energy_ev": -52926.6410,
  "gap_ev": [6.8675, 4.2591],
  "homo_energy_ha": [-0.8440, -0.8437],
  "species": ["O", "C", "C", "O", "C", "O", "O", "H", "H", "H", "H", "H", "O", "C", "O", "O", "Fe", "H"],
  "xyz": [[-0.014, -1.381, 0.828], [-0.557, -0.151, 0.617], [-0.685, 0.183, -0.872], [-2.035, -0.197, -1.227], [-2.750, -0.305, -0.164], [-2.141, -0.304, 0.948], [-4.017, -0.271, -0.300], [0.226, -1.507, 1.756], [-0.351, 0.617, 1.368], [-0.011, -0.416, -1.490], [-0.572, 1.250, -1.074], [-4.373, 0.632, -0.350], [3.120, -1.076, -0.177], [3.018, 0.219, -0.066], [1.934, 0.785, 0.326], [3.983, 0.950, -0.413], [2.977, 2.466, 0.314], [2.248, -1.495, -0.025]],
  "lowdin_spin": [0.01, 0.00, 0.00, 0.00, 0.00, 0.00, 0.00, 0.00, 0.00, 0.00, 0.00, 0.00, 0.03, 0.03, 0.35, 0.42, 4.14, 0.00]
}



{
  "formula": "C4H6HoO3",
  "method": "ωB97M-V/def2-TZVPD",
  "de_lowest_kj_mol": 157.4,
  "charge": 4,
  "multiplicity": 6,
  "energy_ev": -36124.3099,
  "gap_ev": [9.1084, 6.0844],
  "homo_energy_ha": [-0.9927, -1.0148],
  "species": ["C", "C", "O", "H", "H", "H", "O", "C", "O", "Ho", "C", "H", "H", "H"],
  "xyz": [[-1.608, 0.623, 1.653], [-0.648, 1.135, 0.823], [-1.734, 0.844, 2.885], [-2.314, 1.141, 0.762], [0.159, 1.765, 1.207], [-2.659, 0.912, 3.193], [-0.124, 0.344, -0.440], [0.973, 0.526, -1.098], [1.487, -0.521, -1.617], [3.654, 1.335, -0.746], [0.805, -1.821, -1.649], [0.461, -2.128, -0.658], [-0.049, -1.671, -2.314], [1.598, -2.484, -2.001]],
  "lowdin_spin": [0.31, 0.41, 0.19, 0.02, 0.03, 0.00, 0.25, 0.50, 0.13, 3.10, 0.04, 0.00, 0.01, 0.00]
}



{
  "formula": "C4H6I2",
  "method": "ωB97M-V/def2-TZVPD",
  "de_lowest_kj_mol": 66.9,
  "smiles": "C=C(I)[C@@H](C)I",
  "energy_ev": -20444.5985,
  "gap_ev": 9.0279,
  "homo_energy_ha": -0.3409,
  "species": ["C", "C", "C", "C", "I", "I", "H", "H", "H", "H", "H", "H"],
  "xyz": [[-0.470, 0.793, -1.787], [-0.608, 0.680, -0.488], [0.354, -1.323, 0.530], [0.286, 0.189, 0.488], [-2.624, 0.941, 0.243], [2.299, 1.101, 0.245], [-1.185, 1.258, -2.552], [0.518, 0.796, -2.117], [0.607, -1.728, -0.459], [0.830, -1.830, 1.436], [-0.574, -1.885, 0.720], [0.054, 0.783, 1.599]],
  "nbo_charge": [-0.41, -0.14, -0.67, -0.37, 0.10, 0.05, 0.23, 0.21, 0.23, 0.24, 0.24, 0.27]
}



{
  "formula": "C4H6I2",
  "method": "ωB97M-V/def2-TZVPD",
  "de_lowest_kj_mol": 171.0,
  "energy_ev": -20443.5202,
  "gap_ev": 7.3183,
  "homo_energy_ha": -0.3392,
  "species": ["C", "C", "C", "C", "I", "I", "H", "H", "H", "H", "H", "H"],
  "xyz": [[-1.298, 0.666, 0.129], [-0.618, -0.652, -0.099], [1.827, 0.117, -0.026], [0.665, -0.889, -0.096], [-2.044, -2.306, -0.021], [-3.815, 1.736, -0.092], [-0.779, 1.412, -0.598], [-1.209, 0.904, 1.126], [1.561, 1.108, -0.170], [2.393, 0.063, 0.913], [2.379, -0.173, -0.812], [0.938, -1.986, -0.251]],
  "nbo_charge": [-0.31, -0.18, -0.63, -0.21, 0.11, -0.10, 0.23, 0.19, 0.21, 0.23, 0.22, 0.23]
}



{
  "formula": "C4H6I2O2",
  "method": "ωB97M-V/def2-TZVPD",
  "de_lowest_kj_mol": 0.0,
  "energy_ev": -24536.6285,
  "gap_ev": [7.8868, 7.4746],
  "homo_energy_ha": [-0.2752, -0.2636],
  "species": ["C", "C", "C", "C", "O", "O", "I", "I", "H", "H", "H", "H", "H", "H"],
  "xyz": [[-1.259, -0.499, 0.552], [-1.275, 0.584, -0.529], [0.904, -0.985, 0.673], [1.104, 1.041, -0.738], [-0.264, -1.545, 0.380], [-0.119, 1.452, -0.379], [2.570, -2.082, -0.041], [2.707, 2.157, 0.084], [-0.986, -0.159, 1.591], [-2.138, -1.023, 0.357], [-1.328, 0.076, -1.517], [-2.186, 1.344, -0.568], [1.007, -0.680, 1.692], [1.263, 0.319, -1.557]],
  "nbo_charge": [-0.10, -0.10, -0.07, -0.05, -0.55, -0.56, 0.09, 0.17, 0.20, 0.21, 0.20, 0.23, 0.15, 0.20]
}